Arrangement i

C3H6INO | ωB97M-V with the def2-TZVPD basis set

Spin multiplicity ... 1
HOMO (alpha / beta) ... -7.437 / -8.465 eV
Kohn-Sham gap (alpha / beta) ... 0.2621 / 0.3226 Ha

Last column: natural (NBO) charge in e.
CARTESIAN COORDINATES (ANGSTROEM)
C (0.247, -0.633, -0.311)  0.57
C (-2.057, -0.616, -0.007)  -0.27
C (2.532, 1.568, -0.004)  -0.44
N (0.715, -1.523, 0.397)  -0.79
O (-0.856, -0.103, -0.572)  -0.50
I (3.813, -0.129, -0.033)  0.10
H (-2.477, 0.170, 0.592)  0.19
H (-1.617, -1.486, 0.567)  0.21
H (-2.699, -0.924, -0.748)  0.19
H (2.180, 1.858, 0.867)  0.15
H (2.020, 1.692, -0.873)  0.17
H (1.763, -1.857, 0.360)  0.41

***

Arrangement ii

C3H6INO | ωB97M-V with the def2-TZVPD basis set

Spin multiplicity ... 1
HOMO ... -7.678 eV
Kohn-Sham gap ... 0.2553 Ha

Last column: natural (NBO) charge in e.
CARTESIAN COORDINATES (ANGSTROEM)
C (0.461, 1.119, 0.481)  0.23
C (-0.037, 1.736, -0.770)  -0.69
C (1.009, -0.916, 1.681)  -0.35
N (0.616, 0.039, 0.964)  -0.29
O (-0.853, -1.602, -1.444)  -0.91
I (-2.663, -2.271, -0.919)  0.40
H (-0.197, 1.094, -1.569)  0.22
H (-0.905, 2.346, -0.553)  0.25
H (0.759, 2.400, -1.033)  0.24
H (1.874, -1.343, 1.370)  0.20
H (-0.306, -1.362, -0.570)  0.50
H (0.240, -1.239, 2.363)  0.20

***

We find arrangement ii to be the most stable, with the next structure 0.0475 hartree higher.